{
  "formula": "C28H20ClN3O8Ti",
  "method": "the ωB97M-V functional and the def2-TZVPD basis",
  "total_energy_ev": -85852.6523,
  "homo_ev": -8.532,
  "e_lumo_ev": -1.2,
  "charge": 0,
  "de_lowest_kcal_mol": 0.0,
  "fmax_ev_per_a": 0.375,
  "elements": ["Ti", "O", "C", "C", "C", "N", "C", "C", "C", "O", "O", "C", "O", "O", "H", "H", "H", "C", "C", "C", "C", "C", "C", "N", "N", "C", "C", "C", "C", "C", "C", "H", "H", "H", "H", "H", "H", "H", "H", "H", "C", "C", "C", "C", "Cl", "C", "C", "C", "O", "C", "C", "O", "O", "H", "H", "H", "H", "H", "H", "H", "H"],
  "xyz": [[0.140050, -0.607879, -0.075849], [1.998565, -2.139390, 5.509355], [1.505473, -1.970858, 4.269449], [0.164098, -1.654476, 4.032230], [-0.223865, -1.509155, 2.719414], [0.621423, -1.674429, 1.719556], [1.908899, -1.889634, 1.937248], [2.410145, -2.070453, 3.204573], [2.711900, -1.741598, 0.662481], [3.846303, -2.118453, 0.552849], [1.990324, -1.150739, -0.276101], [-1.559752, -0.977761, 2.247482], [-2.481295, -0.783225, 2.996432], [-1.522902, -0.707298, 0.959393], [1.302801, -2.018788, 6.166499], [-0.549252, -1.489903, 4.829352], [3.463121, -2.240351, 3.375242], [-2.616648, -5.381938, 1.642757], [-1.234624, -5.281759, 1.726105], [-0.549722, -4.383416, 0.920789], [-1.265643, -3.607709, 0.023552], [-2.643116, -3.707495, -0.082808], [-3.318066, -4.598574, 0.738161], [-0.583109, -2.640789, -0.798947], [-0.574487, -2.912998, -2.009213], [-0.039779, -1.865212, -2.802186], [0.211195, -2.134278, -4.139285], [0.699169, -1.098124, -4.923514], [0.895875, 0.156357, -4.362380], [0.632525, 0.397325, -3.013079], [0.164465, -0.625102, -2.202087], [-3.146701, -6.073325, 2.284321], [-0.685630, -5.906119, 2.418730], [0.528215, -4.308255, 0.972355], [-3.176260, -3.081568, -0.785305], [-4.394963, -4.675966, 0.671386], [0.021946, -3.119614, -4.543041], [0.916652, -1.263981, -5.970121], [1.261281, 0.965594, -4.982806], [0.796123, 1.386959, -2.604050], [-1.996731, 5.578992, -1.340763], [-0.522939, 5.301572, -1.349029], [0.320095, 5.871861, -2.287160], [1.678757, 5.588202, -2.284497], [2.701576, 6.315627, -3.490024], [2.221071, 4.735089, -1.348126], [1.390282, 4.155750, -0.394322], [0.034421, 4.439975, -0.397779], [-0.862111, 3.914765, 0.495062], [-0.381608, 2.991458, 1.428551], [0.124867, 1.712044, 0.806956], [0.862254, 0.927771, 1.441976], [-0.258749, 1.365690, -0.358699], [-2.273834, 6.192293, -2.196642], [-2.294626, 6.099862, -0.429327], [-2.566915, 4.650208, -1.375929], [-0.084260, 6.542035, -3.034528], [3.278851, 4.513523, -1.355742], [1.831359, 3.488023, 0.333366], [-1.229693, 2.716100, 2.058524], [0.403198, 3.403537, 2.069196]],
  "forces_ev_per_a": [[0.173, 0.088, 0.216], [-0.027, 0.006, 0.005], [0.019, 0.004, -0.014], [0.130, -0.135, -0.101], [-0.151, -0.046, 0.195], [0.062, 0.208, -0.132], [0.172, -0.024, 0.100], [-0.163, -0.089, 0.017], [-0.036, -0.059, -0.141], [0.031, 0.062, 0.069], [-0.145, 0.029, 0.198], [-0.049, -0.019, -0.080], [-0.007, -0.064, -0.003], [0.171, 0.098, -0.111], [0.019, -0.004, -0.011], [-0.011, -0.007, -0.001], [0.004, -0.005, -0.010], [0.008, -0.017, 0.025], [0.001, 0.011, -0.009], [-0.048, -0.077, 0.010], [0.119, 0.043, -0.054], [-0.016, -0.056, 0.097], [0.002, 0.026, -0.020], [-0.028, 0.106, -0.001], [0.113, 0.153, -0.031], [-0.167, -0.328, 0.072], [-0.038, 0.210, -0.020], [-0.005, -0.054, -0.004], [0.013, 0.064, 0.022], [-0.020, -0.074, -0.019], [-0.026, 0.000, 0.147], [-0.002, -0.004, -0.008], [0.004, 0.004, 0.002], [0.003, 0.031, -0.019], [0.020, 0.019, -0.008], [0.000, -0.001, 0.004], [0.000, -0.016, 0.016], [-0.005, 0.001, -0.001], [-0.002, -0.004, -0.006], [0.008, 0.012, -0.009], [-0.035, 0.006, -0.016], [0.062, 0.003, -0.023], [-0.026, -0.017, 0.018], [0.021, -0.005, -0.018], [0.012, 0.002, 0.003], [-0.005, -0.003, 0.004], [0.030, 0.040, -0.003], [-0.060, -0.011, 0.002], [-0.024, 0.044, -0.018], [0.131, -0.022, 0.016], [0.026, -0.098, -0.247], [-0.193, -0.089, 0.020], [-0.089, 0.029, -0.128], [-0.001, 0.008, 0.010], [0.008, -0.009, 0.008], [0.007, -0.006, 0.000], [0.001, -0.004, -0.006], [0.005, 0.009, -0.007], [-0.003, 0.014, 0.001], [0.013, 0.000, 0.007], [0.000, 0.015, -0.004]],
  "lowdin_charge": [1.225, 0.098, -0.259, 0.101, -0.159, 0.042, -0.154, 0.112, -0.505, 0.135, -0.107, -0.518, 0.124, -0.111, 0.122, 0.139, 0.143, -0.081, -0.070, -0.029, -0.251, -0.016, -0.066, -0.008, 0.156, -0.276, -0.014, -0.074, -0.062, -0.076, -0.127, 0.104, 0.106, 0.115, 0.121, 0.108, 0.113, 0.104, 0.107, 0.099, -0.025, -0.190, -0.063, -0.670, 0.652, -0.097, -0.002, -0.221, -0.015, -0.080, -0.575, 0.027, -0.050, 0.079, 0.089, 0.089, 0.112, 0.109, 0.117, 0.158, 0.147]
}

{
  "formula": "H5ISi2",
  "method": "the ωB97M-V functional and the def2-TZVPD basis",
  "total_energy_ev": -23934.7074,
  "homo_ev": -8.972,
  "e_lumo_ev": -1.5,
  "charge": 0,
  "de_lowest_kcal_mol": 48.0,
  "fmax_ev_per_a": 1.973,
  "elements": ["Si", "Si", "I", "H", "H", "H", "H", "H"],
  "xyz": [[1.490206, 0.529562, -0.082711], [-1.502016, -1.115816, 0.178405], [-3.468734, 0.462504, -0.399139], [2.417777, 1.696332, -0.064733], [2.296299, -0.571200, -0.865534], [0.358368, 1.025345, -0.787979], [-2.604662, -2.077624, 0.671223], [1.012762, 0.050895, 1.350466]],
  "forces_ev_per_a": [[1.462, -0.984, 0.888], [-1.678, 0.126, -0.207], [0.917, -0.421, 0.162], [-0.033, -0.206, 0.364], [-1.014, 0.790, 0.799], [-0.923, 0.123, -0.613], [0.546, 0.053, -0.002], [0.723, 0.519, -1.390]],
  "lowdin_charge": [0.443, 0.257, 0.091, -0.138, -0.092, -0.183, -0.260, -0.117]
}

{
  "formula": "C5H8O2",
  "method": "the ωB97M-V functional and the def2-TZVPD basis",
  "total_energy_ev": -9408.5393,
  "smiles": "C/C=C(\\O)CC=O",
  "homo_ev": -8.791,
  "e_lumo_ev": 0.7,
  "charge": 0,
  "de_lowest_kcal_mol": 29.8,
  "fmax_ev_per_a": 0.508,
  "elements": ["C", "C", "C", "O", "C", "C", "O", "H", "H", "H", "H", "H", "H", "H", "H"],
  "xyz": [[-2.026685, 0.004088, -0.936933], [-0.819101, 0.211910, -0.064544], [0.403387, -0.245576, -0.351979], [0.800517, -0.643579, -1.598626], [1.467071, -0.500942, 0.697869], [1.467529, 0.691512, 1.615234], [0.765043, 0.774612, 2.594556], [-1.913148, -0.914549, -1.527408], [-2.885576, -0.148840, -0.273498], [-2.280980, 0.827627, -1.617503], [-0.987157, 0.604457, 0.932552], [0.259666, -0.171247, -2.246579], [2.442087, -0.630619, 0.217008], [1.208026, -1.401321, 1.269219], [2.099319, 1.542474, 1.290634]],
  "forces_ev_per_a": [[-0.081, 0.007, -0.061], [0.159, -0.216, 0.018], [-0.236, 0.098, 0.264], [-0.130, 0.044, -0.165], [-0.002, 0.041, 0.025], [-0.267, 0.061, 0.279], [0.450, -0.013, -0.236], [-0.031, 0.218, -0.009], [0.066, 0.075, -0.240], [0.111, -0.079, 0.144], [0.041, -0.198, -0.076], [0.027, -0.270, 0.056], [-0.174, 0.068, 0.060], [0.099, 0.184, -0.132], [-0.033, -0.021, 0.075]],
  "lowdin_charge": [-0.095, -0.102, -0.357, 0.044, -0.088, -0.271, 0.048, 0.077, 0.075, 0.074, 0.100, 0.109, 0.122, 0.133, 0.130]
}

{
  "formula": "C8H20BF4NO8PSi2",
  "method": "the ωB97M-V functional and the def2-TZVPD basis",
  "total_energy_ev": -63092.3989,
  "homo_ev": -4.660,
  "e_lumo_ev": 2.2,
  "charge": -1,
  "de_lowest_kcal_mol": 0.0,
  "fmax_ev_per_a": 2.077,
  "elements": ["C", "C", "O", "Si", "C", "C", "O", "C", "F", "F", "F", "O", "Si", "F", "C", "B", "O", "O", "P", "N", "O", "H", "H", "H", "H", "H", "H", "H", "H", "H", "H", "H", "H", "H", "H", "H", "H", "H", "C", "C", "O", "O", "H", "H", "H"],
  "xyz": [[-3.791672, -0.742051, 1.682811], [-3.682305, -1.222555, 0.234120], [-2.998318, -0.343497, -0.639847], [-1.306277, -0.300027, -0.515668], [-0.562726, -1.755133, 0.431268], [-0.743531, -3.136671, -0.219022], [-1.457941, -3.111512, -1.436117], [0.553360, -3.940179, -0.422802], [0.267069, -5.252446, -0.257943], [0.986433, -3.833311, -1.656696], [1.498794, -3.671558, 0.450224], [-0.711041, -0.336411, -2.086227], [0.794422, 0.358210, -2.304367], [0.953422, 0.535044, -3.901404], [2.245074, -0.654684, -1.733019], [3.248646, 0.257582, -0.899051], [4.019657, 1.165498, -1.512379], [3.312092, 0.073774, 0.483375], [-0.725593, 1.595222, 0.566507], [-0.978215, 2.847700, -0.582866], [-1.869264, 1.883644, 1.775370], [-4.423472, 0.142956, 1.713053], [-4.337698, -1.517308, 2.229275], [-2.841306, -0.607158, 2.190056], [-4.705600, -1.292865, -0.141970], [-3.295238, -2.248116, 0.235215], [0.489690, -1.509187, 0.581303], [-0.988169, -1.755849, 1.435043], [-1.342070, -3.730299, 0.474766], [-2.263286, -3.626682, -1.348127], [0.908405, 1.701763, -1.746169], [2.774183, -1.034035, -2.613389], [2.007177, -1.525754, -1.123401], [4.075314, 1.955005, -0.927272], [3.357381, -0.873348, 0.656072], [-1.859850, 2.731201, -1.072444], [-0.937962, 3.747257, -0.116408], [-2.728653, 1.927986, 1.328470], [2.523252, 3.938724, 2.185974], [2.326655, 3.778393, 0.667045], [3.358189, 3.496866, 0.001555], [1.159067, 3.946277, 0.256060], [3.563922, 3.778287, 2.470791], [2.227674, 4.944375, 2.493161], [1.900310, 3.214870, 2.715077]],
  "forces_ev_per_a": [[-0.458, -0.576, -0.316], [-0.773, 0.171, 0.258], [0.972, -0.767, 0.557], [-1.199, 0.302, -1.396], [-0.039, 0.135, -0.275], [-0.575, 0.092, 0.894], [0.090, 0.186, -0.350], [-1.801, -0.517, -0.238], [-0.140, -0.639, 0.146], [0.928, 0.434, -0.690], [0.889, 0.531, 0.460], [0.587, 0.562, 1.344], [0.535, 0.065, -0.883], [-0.174, -0.174, 0.090], [0.500, -0.399, 0.146], [-0.365, -0.581, 0.136], [-0.277, 0.710, -0.007], [0.416, -0.173, -0.087], [1.585, 1.218, 0.563], [-1.448, -1.316, 0.263], [-0.383, -0.636, -0.824], [0.299, 0.289, 0.179], [-0.002, -0.013, 0.055], [0.073, 0.330, -0.078], [-0.019, -0.090, -0.118], [0.299, 0.099, -0.214], [0.043, 0.109, -0.084], [-0.009, -0.081, 0.082], [0.282, -0.144, 0.204], [0.085, -0.026, -0.006], [-0.221, 0.019, 0.081], [-0.156, 0.080, -0.155], [-0.302, -0.078, -0.091], [0.155, 0.370, -0.012], [-0.404, 0.170, 0.219], [-0.077, 0.222, -0.077], [0.635, 0.026, -0.221], [-0.085, 0.076, 0.365], [0.246, -0.017, 0.099], [0.145, -0.015, 0.295], [-0.080, -0.206, -0.195], [0.444, 0.249, -0.032], [-0.010, -0.012, -0.049], [-0.112, -0.036, -0.002], [-0.096, 0.053, -0.037]],
  "lowdin_charge": [-0.087, -0.330, -0.210, 0.324, -0.149, -0.307, -0.007, -0.631, 0.116, 0.182, 0.170, -0.246, 0.411, -0.143, -0.111, -0.792, 0.160, 0.126, 0.757, -0.232, -0.374, 0.075, 0.076, 0.057, 0.113, 0.089, 0.074, 0.083, 0.147, 0.105, 0.033, 0.081, 0.033, 0.084, 0.084, 0.026, 0.023, 0.015, -0.046, -0.743, -0.083, -0.119, 0.054, 0.055, 0.055]
}